Run i
This record from the OMol25 dataset describes the molecule CH4N2O. The level of theory is ωB97M-V/def2-TZVPD.

HOMO (eV): -9.4848
SMILES: [H]/N=C/NO
M (g mol⁻¹): 60.1

Element x y z (Å)
C: -0.47 0.18 0.50
H: 0.29 1.01 1.05
N: 0.21 -0.56 -0.47
H: -0.08 -0.74 -1.47
H: 2.36 -0.48 0.08
O: 1.59 0.11 -0.56
H: -2.02 1.13 1.19
N: -1.70 0.15 0.56

Run ii
This record from the OMol25 dataset describes a cluster of 2 separate species, CH4N2O in total. The level of theory is ωB97M-V/def2-TZVPD.

HOMO (eV): -10.5190
SMILES: N#N.CO
M (g mol⁻¹): 60.1

Element x y z (Å)
C: 1.00 -0.13 -0.14
N: -2.33 0.02 0.98
N: -2.25 -0.91 0.34
O: 0.50 1.11 -0.69
H: 2.06 -0.04 -0.39
H: 0.55 -1.02 -0.61
H: -0.44 1.14 -0.50
H: 0.91 -0.16 1.01

Run iii
This record from the OMol25 dataset describes the molecule CH4N2O. The level of theory is ωB97M-V/def2-TZVPD.

HOMO (alpha / beta) (eV): -10.0497 / -10.0505
SMILES: [H]/N=[N+](/C)[O-]
M (g mol⁻¹): 60.1

Element x y z (Å)
H: -1.08 -0.56 -1.12
N: 0.50 0.18 -0.01
O: 1.38 -0.46 -0.80
N: 0.80 1.13 0.73
H: -1.62 0.11 0.48
H: 1.66 1.48 0.48
C: -0.85 -0.44 -0.10
H: -0.79 -1.44 0.35

So which one wins? Going from most stable to least: run ii, run iii, run i.

Run i
This record from the OMol25 dataset describes a cluster of 2 separate species, CH4N2O in total. The level of theory is ωB97M-V/def2-TZVPD.

HOMO (eV): -9.6243
SMILES: N=C=O.N
M (g mol⁻¹): 60.1

Element x y z (Å)
N: 0.75 1.13 0.14
H: 1.24 0.25 -0.12
H: -0.25 0.94 0.04
O: -1.94 0.47 -0.34
C: -2.79 -0.22 0.00
N: -3.36 -1.19 0.36
H: 1.03 1.73 -0.63
H: -4.12 -1.57 0.86

Run ii
This record from the OMol25 dataset describes the molecule CH4N2O. The level of theory is ωB97M-V/def2-TZVPD.

HOMO (eV): -9.7404
SMILES: [H]/N=C\NO
M (g mol⁻¹): 60.1

Element x y z (Å)
H: 0.90 1.31 -0.49
C: -0.83 0.39 -0.01
N: -1.50 -0.68 -0.03
O: 1.30 -0.63 -0.16
H: 1.80 -0.78 0.65
N: 0.56 0.54 0.11
H: -0.87 -1.49 0.01
H: -1.36 1.35 -0.07

So which one wins? Going from most stable to least: run i, run ii.

Run i
This record from the OMol25 dataset describes a structure of composition CH4N2O. The level of theory is ωB97M-V/def2-TZVPD.

HOMO (eV): -9.5615
M (g mol⁻¹): 60.1

Element x y z (Å)
H: 0.30 -1.47 -0.56
H: 0.79 1.40 -0.64
H: 1.80 -0.84 1.07
H: -1.63 1.31 -0.17
O: -1.68 -0.71 0.12
C: -1.06 0.35 0.00
N: 1.18 -0.55 -0.14
N: 0.30 0.50 0.32

Run ii
This record from the OMol25 dataset describes the molecule CH4N2O. The level of theory is ωB97M-V/def2-TZVPD.

HOMO (eV): -9.5470
SMILES: [H]/N=N/CO
M (g mol⁻¹): 60.1

Element x y z (Å)
N: 0.11 -1.02 1.25
H: 0.82 0.57 -1.14
C: -0.06 0.22 -0.63
N: 0.35 -0.94 0.03
H: 0.46 -1.98 1.64
H: -0.26 1.66 0.58
O: -0.81 1.33 -0.16
H: -0.61 0.16 -1.56

Run iii
This record from the OMol25 dataset describes a cluster of 2 separate species, CH4N2O in total. The level of theory is ωB97M-V/def2-TZVPD.

HOMO (eV): -9.7978
M (g mol⁻¹): 60.1

Element x y z (Å)
N: 0.77 -0.95 0.16
N: 0.70 0.46 0.50
O: -1.53 -0.14 0.20
H: 0.51 -1.47 0.97
H: 1.21 1.07 -0.08
C: -0.32 -0.10 -0.22
H: -1.70 -0.46 1.11
H: -0.37 -0.29 -1.89

So which one wins? Going from most stable to least: run ii, run iii, run i.